(1)
Formula: C4H10N4
Source: the Open Molecules 2025 dataset
Level of theory: the ωB97M-V functional and the def2-TZVPD basis

Last column: Löwdin charge in e.
Cartesian coordinates (Å):
C -1.163 0.711 -0.143  -0.145
C 1.410 -0.366 0.383  -0.130
C 1.260 0.899 -0.393  -0.183
C 0.398 -1.361 -0.232  -0.042
N -1.983 -1.360 0.448  0.338
N -0.033 1.430 -0.149  0.151
N -0.983 -0.841 -0.001  0.002
N -2.382 1.082 0.025  0.299
H 2.456 -0.669 0.327  0.152
H 1.225 -0.180 1.475  0.156
H 2.017 1.722 -0.175  0.184
H 1.517 0.569 -1.400  0.145
H 0.728 -1.675 -1.334  0.216
H 0.380 -2.342 0.205  0.131
H -2.037 -2.401 0.420  0.193
H 0.066 2.484 -0.042  0.236
H -2.612 1.982 -0.314  0.166
H -3.101 0.450 0.235  0.130

Properties
charge = +2
ΔE to the lowest compared entry with this formula, charge and spin = 76.52 kcal per mole
SMILES = [H]/N=[N+]1\CCCNC1=[NH2+]
HOMO level = -19.841 eV
E_LUMO = -11.231 eV
multiplicity = 1
Kohn-Sham gap = 8.61 eV
F_max = 3.10 eV/Å

---

(2)
Formula: C2H4OS2
Source: the Open Molecules 2025 dataset
Level of theory: the ωB97M-V functional and the def2-TZVPD basis

Last column: Löwdin charge in e.
Cartesian coordinates (Å):
C -0.233 0.993 1.135  -0.817
C 0.408 -0.483 -0.734  -0.803
O -0.062 -1.698 -0.660  -0.034
S -0.870 1.207 -0.637  0.633
S 1.240 0.016 0.822  0.801
H -0.160 1.976 1.586  0.015
H -1.071 0.363 1.664  0.066
H 0.938 -0.429 -1.628  0.052
H -0.190 -1.946 -1.549  0.088

Properties
charge = 0
ΔE to the lowest compared entry with this formula, charge and spin = 36.68 kcal per mole
HOMO level = -8.835 eV
E_LUMO = 0.094 eV
multiplicity = 1
Kohn-Sham gap = 8.93 eV
F_max = 3.76 eV/Å

---

(3)
Formula: C2H6O
Source: the Open Molecules 2025 dataset
Level of theory: the ωB97M-V functional and the def2-TZVPD basis

Last column: Löwdin charge in e.
Cartesian coordinates (Å):
C 0.579 0.456 -0.863  -0.092
C -0.178 -1.048 0.986  -0.028
O -0.220 0.515 0.330  -0.222
H 1.598 0.303 -0.517  0.092
H 0.278 -0.405 -1.463  0.086
H 0.477 1.401 -1.406  0.091
H -0.176 -0.729 2.044  -0.031
H -1.240 -1.300 0.778  -0.030
H -1.118 0.807 0.111  0.134

Properties
charge = 0
ΔE to the lowest compared entry with this formula, charge and spin = 95.99 kcal per mole
HOMO level = -7.595 eV
E_LUMO = 0.499 eV
multiplicity = 1
Kohn-Sham gap = 8.09 eV
F_max = 0.52 eV/Å

---

(4)
Formula: C2H7N5O
Source: the Open Molecules 2025 dataset
Level of theory: the ωB97M-V functional and the def2-TZVPD basis

Last column: Löwdin charge in e.
Cartesian coordinates (Å):
C 0.900 0.048 0.006  -0.486
C -1.152 -0.007 -0.962  -0.655
H 0.104 0.874 2.697  0.132
H 1.047 -0.953 2.941  0.185
H 2.630 0.065 1.040  0.152
H 2.456 -0.694 -0.919  0.112
H -2.479 -0.409 0.672  0.179
H -3.193 0.074 -1.078  0.110
H -0.001 -0.283 -2.534  0.091
N 1.157 0.332 2.646  -0.047
N 1.588 0.326 1.126  -0.076
N 1.375 -0.569 -0.990  0.101
N -2.408 -0.313 -0.494  0.053
N -0.981 -0.146 -2.135  0.148
O -0.521 0.459 0.230  0.000

Properties
charge = 0
ΔE to the lowest compared entry with this formula, charge and spin = 115.49 kcal per mole
HOMO level = -8.825 eV
E_LUMO = 0.280 eV
multiplicity = 1
Kohn-Sham gap = 9.11 eV
F_max = 7.12 eV/Å